Below is a cluster of 12 separate species, C48H92F36N12O28S12 in total at a distorted geometry, with properties calculated with ωB97M-V/def2-TZVPD.

Last column: Löwdin charge in e.
Element x y z (Å)
1 C 2.204 2.108 6.456  0.0261
2 N 1.819 0.621 6.111  -0.2557
3 C 1.705 0.362 4.552  0.0460
4 C 3.044 -0.173 6.697  0.0474
5 C 0.483 0.122 6.815  -0.0705
6 C 0.163 0.511 8.202  -0.3426
7 O 1.016 -0.051 9.048  0.0009
8 H 1.241 2.610 6.357  0.0880
9 H 2.913 2.407 5.684  0.0862
10 H 2.544 2.311 7.471  0.0992
11 H 1.342 -0.657 4.418  0.0839
12 H 2.683 0.561 4.113  0.0556
13 H 0.957 1.087 4.231  0.0839
14 H 3.941 0.124 6.153  0.1017
15 H 2.748 -1.186 6.424  0.0749
16 H 3.051 0.121 7.746  0.0920
17 H 0.547 -0.965 6.762  0.1386
18 H -0.320 0.635 6.285  0.1134
19 H -0.891 0.334 8.413  0.1333
20 H 0.157 1.598 8.288  0.1159
21 H 1.016 0.319 9.934  0.1175
22 C 5.690 -6.826 3.237  -0.0050
23 N 5.819 -5.770 2.154  -0.2811
24 C 6.657 -4.555 2.694  0.0522
25 C 6.832 -6.382 1.079  0.0227
26 C 4.444 -5.492 1.432  -0.0196
27 C 4.280 -4.139 0.595  -0.2236
28 O 5.141 -4.162 -0.484  -0.0712
29 H 5.174 -7.691 2.819  0.1123
30 H 5.190 -6.389 4.102  0.0486
31 H 6.730 -7.043 3.480  0.1025
32 H 7.696 -4.841 2.856  0.1057
33 H 6.045 -4.234 3.537  0.0904
34 H 6.539 -3.767 1.950  0.0823
35 H 6.488 -7.339 0.686  0.0978
36 H 7.756 -6.623 1.604  0.0888
37 H 6.864 -5.659 0.264  0.0954
38 H 3.740 -5.499 2.264  0.0781
39 H 4.183 -6.455 0.992  0.1248
40 H 4.434 -3.213 1.149  0.0938
41 H 3.294 -3.921 0.186  0.1089
42 H 4.525 -4.118 -1.218  0.0097
43 C -4.456 -2.619 -2.184  0.0391
44 N -5.695 -2.087 -1.446  -0.3114
45 C -6.585 -1.420 -2.436  0.0024
46 C -6.409 -3.362 -0.885  0.0342
47 C -5.333 -1.101 -0.248  -0.0691
48 C -4.470 0.101 -0.523  -0.1754
49 O -3.102 -0.415 -0.538  -0.1117
50 H -3.788 -3.285 -1.638  0.1083
51 H -3.987 -1.661 -2.409  0.0846
52 H -4.825 -3.013 -3.131  0.1064
53 H -7.318 -0.846 -1.870  0.1092
54 H -6.947 -2.219 -3.083  0.1148
55 H -5.979 -0.675 -2.953  0.1016
56 H -5.786 -3.881 -0.157  0.0921
57 H -6.679 -4.066 -1.672  0.1094
58 H -7.304 -2.988 -0.388  0.1021
59 H -4.742 -1.774 0.372  0.1072
60 H -6.230 -0.773 0.277  0.1341
61 H -4.481 0.845 0.274  0.1133
62 H -4.687 0.533 -1.500  0.1186
63 H -2.922 -0.713 0.357  -0.0115
64 C -1.777 5.125 -7.197  0.0185
65 N -2.391 3.757 -6.983  -0.3153
66 C -3.012 3.618 -5.657  -0.0207
67 C -3.390 3.431 -8.056  0.0014
68 C -1.388 2.530 -7.087  -0.0726
69 C -0.009 2.842 -6.502  -0.1708
70 O 0.071 3.201 -5.060  -0.1124
71 H -0.993 5.134 -7.955  0.1101
72 H -1.305 5.482 -6.282  0.1049
73 H -2.480 5.905 -7.489  0.1049
74 H -2.267 3.864 -4.900  0.0989
75 H -3.553 2.675 -5.586  0.1009
76 H -3.846 4.305 -5.516  0.1020
77 H -3.056 3.855 -9.003  0.1133
78 H -4.203 4.129 -7.858  0.0988
79 H -3.691 2.383 -8.035  0.1049
80 H -1.277 2.283 -8.142  0.1292
81 H -1.800 1.716 -6.491  0.0866
82 H 0.345 3.718 -7.047  0.1089
83 H 0.598 1.987 -6.798  0.1008
84 H 1.006 3.166 -4.845  -0.0254
85 C -7.771 4.324 5.575  -0.0866
86 C -6.354 4.407 5.090  -0.2504
87 C -6.281 5.098 3.756  -0.1286
88 N -4.830 5.430 3.394  -0.2197
89 C -4.127 6.384 4.357  0.0294
90 C -4.827 6.113 1.977  -0.0444
91 C -4.264 4.953 1.110  -0.1716
92 C -3.209 4.310 1.918  -0.1819
93 C -4.018 4.098 3.098  -0.1060
94 H -8.412 4.140 4.713  0.0785
95 H -8.055 5.302 5.963  0.0860
96 H -8.014 3.548 6.302  0.0885
97 H -5.904 3.418 5.010  0.1115
98 H -5.731 4.853 5.866  0.1112
99 H -6.706 6.101 3.718  0.1339
100 H -6.750 4.480 2.990  0.1432
101 H -3.867 5.910 5.304  0.0971
102 H -4.739 7.265 4.551  0.1156
103 H -3.161 6.598 3.898  0.1077
104 H -4.103 6.929 1.974  0.1278
105 H -5.824 6.494 1.757  0.1278
106 H -3.767 5.373 0.236  0.1175
107 H -5.036 4.260 0.776  0.1282
108 H -2.267 4.856 1.972  0.1462
109 H -2.951 3.360 1.450  0.1080
110 H -3.609 3.812 4.068  0.1442
111 H -4.807 3.378 2.881  0.1128
112 C -1.571 3.673 -1.365  -0.0637
113 C -1.212 2.153 -1.231  -0.2306
114 C 0.239 1.854 -1.519  -0.0581
115 N 0.705 0.316 -1.240  -0.1687
116 C 0.084 -0.607 -2.229  0.0216
117 C 2.238 0.093 -1.176  -0.1077
118 C 2.525 -1.134 -0.375  -0.1127
119 C 1.594 -0.733 0.831  -0.1187
120 C 0.356 -0.047 0.213  -0.0801
121 H -1.367 4.103 -2.346  0.0604
122 H -1.017 4.100 -0.529  0.0793
123 H -2.647 3.830 -1.299  0.0500
124 H -1.853 1.587 -1.907  0.0919
125 H -1.386 1.926 -0.179  0.0787
126 H 0.862 2.453 -0.855  0.1186
127 H 0.410 2.100 -2.567  0.1205
128 H -0.027 -1.585 -1.760  0.1155
129 H 0.724 -0.590 -3.111  0.0951
130 H -0.896 -0.205 -2.484  0.0711
131 H 2.511 0.085 -2.231  0.1003
132 H 2.677 0.898 -0.588  0.1195
133 H 2.237 -2.027 -0.931  0.1042
134 H 3.595 -1.146 -0.171  0.1122
135 H 1.401 -1.586 1.481  0.0791
136 H 2.034 -0.033 1.541  0.0924
137 H -0.498 -0.724 0.213  0.1024
138 H 0.123 0.904 0.691  0.1082
139 C 1.968 5.901 -3.381  -0.6407
140 F 0.806 5.389 -3.715  0.1083
141 F 2.381 6.832 -4.212  0.1745
142 F 1.927 6.366 -2.095  0.1055
143 S 3.083 4.307 -3.273  0.7429
144 O 4.426 4.918 -3.273  -0.3020
145 O 2.713 3.587 -2.037  -0.3134
146 N 2.724 3.411 -4.739  -0.3145
147 S 3.849 2.373 -4.674  0.5973
148 O 5.158 2.807 -5.202  -0.2920
149 O 3.968 1.617 -3.365  -0.3437
150 C 3.082 1.009 -5.788  -0.6021
151 F 1.918 0.511 -5.363  0.1371
152 F 2.907 1.603 -6.975  0.1019
153 F 4.072 0.090 -5.994  0.1113
154 C 1.712 -5.911 -2.035  -0.6398
155 F 2.688 -6.637 -1.550  0.1333
156 F 0.832 -6.783 -2.383  0.1816
157 F 1.156 -5.011 -1.099  0.0559
158 S 2.432 -4.957 -3.591  0.7008
159 O 2.953 -5.963 -4.468  -0.2754
160 O 1.230 -4.235 -4.021  -0.3163
161 N 3.696 -3.925 -2.897  -0.2980
162 S 3.782 -2.899 -4.030  0.5651
163 O 3.971 -3.411 -5.403  -0.2905
164 O 2.799 -1.822 -3.827  -0.3370
165 C 5.433 -1.984 -3.466  -0.6036
166 F 5.276 -1.355 -2.274  0.1140
167 F 6.470 -2.819 -3.343  0.1138
168 F 5.832 -1.147 -4.418  0.1355
169 C -2.437 0.166 -10.767  -0.6015
170 F -1.368 1.006 -10.527  0.0982
171 F -3.624 0.734 -10.622  0.1110
172 F -2.495 -0.333 -12.043  0.1139
173 S -2.411 -1.261 -9.528  0.7430
174 O -3.415 -2.277 -9.969  -0.3202
175 O -1.047 -1.891 -9.671  -0.3202
176 N -2.855 -0.405 -8.040  -0.2929
177 S -1.809 -1.124 -7.158  0.5255
178 O -1.701 -2.561 -7.315  -0.2944
179 O -0.516 -0.413 -7.021  -0.3136
180 C -2.501 -0.926 -5.344  -0.6609
181 F -3.520 -1.790 -5.220  0.1078
182 F -1.497 -1.286 -4.558  0.1426
183 F -2.867 0.314 -5.100  0.1178
184 C 5.413 -0.596 2.689  -0.6818
185 F 5.146 -1.181 3.842  0.1282
186 F 6.362 -1.299 2.077  0.1522
187 F 4.276 -0.657 2.016  0.1190
188 S 5.921 1.207 2.976  0.7694
189 O 6.817 1.209 4.158  -0.3169
190 O 6.674 1.521 1.730  -0.3017
191 N 4.280 1.946 3.195  -0.3132
192 S 4.206 2.967 2.084  0.5378
193 O 5.228 4.056 2.198  -0.3263
194 O 4.024 2.457 0.712  -0.3150
195 C 2.525 3.851 2.451  -0.6293
196 F 2.266 4.715 1.460  0.1269
197 F 1.497 2.987 2.531  0.0862
198 F 2.613 4.490 3.633  0.0995
199 C -4.416 -0.028 3.667  -0.6069
200 F -5.082 -1.169 3.509  0.1403
201 F -5.077 0.939 2.967  0.0747
202 F -4.411 0.254 4.965  0.1321
203 S -2.523 -0.012 3.129  0.7047
204 O -2.425 1.223 2.414  -0.3119
205 O -1.699 -0.083 4.362  -0.2973
206 N -2.562 -1.325 2.030  -0.3223
207 S -1.963 -2.532 2.811  0.6091
208 O -0.504 -2.551 2.898  -0.2911
209 O -2.690 -2.780 4.073  -0.3090
210 C -2.627 -3.965 1.565  -0.5457
211 F -2.416 -3.465 0.320  0.0807
212 F -2.223 -5.219 1.845  0.1576
213 F -3.963 -3.881 1.596  0.0884
214 C 1.069 -5.400 3.691  -0.6713
215 F 1.274 -5.590 2.418  0.1548
216 F -0.269 -5.229 3.800  0.1123
217 F 1.350 -6.466 4.332  0.1847
218 S 2.213 -3.888 4.381  0.7545
219 O 2.508 -3.050 3.177  -0.3421
220 O 1.391 -3.150 5.388  -0.3353
221 N 3.601 -4.738 4.909  -0.3150
222 S 3.538 -4.836 6.395  0.5034
223 O 3.682 -3.556 7.062  -0.3055
224 O 2.401 -5.592 6.911  -0.3189
225 C 5.048 -5.992 6.813  -0.5758
226 F 5.010 -7.182 6.133  0.0957
227 F 6.094 -5.229 6.460  0.1056
228 F 5.037 -6.210 8.149  0.1278

Cartesian forces, eV/Å:
-1.9760 -1.1235 -1.4213
1.4570 0.3797 1.5667
-0.3136 0.7400 2.1421
-1.9891 0.3018 -1.2892
0.7665 0.6210 -1.5256
-0.9956 2.5128 -0.6012
2.3446 -1.7219 2.4026
0.2219 0.5573 -0.3028
-0.0080 0.1523 0.1929
0.2056 -0.8018 -0.1103
0.1564 -0.0091 0.0438
-0.1471 -0.0467 0.0455
0.0944 -0.1202 -0.2726
-0.1092 0.1080 0.0540
0.6634 -0.3631 0.7862
0.2386 -0.7321 -0.1509
-0.3790 0.0285 -0.5751
0.0459 -0.7773 -0.8740
-0.3260 -0.8667 -0.2544
0.3812 0.6455 -0.1250
-0.2137 0.0329 -0.0240
0.2918 1.2348 -0.6170
2.2857 -0.6934 -2.0956
-2.8437 -0.3550 -0.6721
-1.4255 0.2218 0.6993
-0.4348 1.0891 1.7573
0.4254 -0.8322 0.7479
0.7787 -0.1563 -0.3143
0.0317 0.0779 0.1655
-0.1098 -0.1874 -0.4265
-0.2055 -0.3834 0.2574
-0.4155 -0.0390 0.2230
0.6804 0.1126 0.4752
0.4376 -0.1586 -0.1025
-0.5733 0.1441 0.1232
0.0651 0.5800 -0.1605
0.3902 -0.0247 0.1795
0.0485 0.5759 0.1990
0.4247 0.3270 -0.9741
0.4044 -0.3711 0.9507
-0.6994 -1.0430 0.6335
0.4836 0.0256 -1.3595
-0.5677 2.1441 -0.4554
0.2416 -1.4922 1.2754
0.7242 0.1996 0.6206
-0.0801 1.4891 0.4113
-0.3679 -1.4733 0.0013
2.4322 -1.5128 -0.5344
-1.1621 1.1134 -1.5155
-0.4933 0.1824 0.2538
0.8214 -0.5137 -0.2299
0.1304 -0.3572 0.2105
-0.4502 -0.4818 -0.2312
-0.3323 0.5664 -0.1395
-0.0346 -0.2837 -0.3824
0.2266 0.3636 -0.1122
0.1904 0.4258 -0.2672
-0.0674 -0.2303 -0.0075
-0.2807 0.1893 0.4197
-0.4534 -0.5833 -0.3007
-0.7878 0.0514 -0.0019
0.1690 0.3244 0.0581
0.4187 -0.2597 0.6709
0.4756 0.1025 0.3042
0.6518 -1.4331 -1.0366
-1.0826 0.9235 0.5936
-0.6222 2.0896 0.2926
1.1659 1.0330 1.5888
0.0332 1.0741 0.5785
-2.5537 -1.1126 -2.4004
-0.1899 -0.5566 -0.0761
-0.0152 -0.4265 0.1400
-0.5992 -0.5452 0.0306
0.0358 -0.7348 0.0247
0.8765 -0.3602 0.1333
0.1569 0.6758 -0.4227
0.5744 -0.9114 -0.1524
-0.6326 -0.4575 0.2326
0.2397 0.1463 -0.1541
-0.0658 -0.0398 0.1758
-0.4122 0.2069 -0.5479
0.4930 -0.0482 -0.1063
0.0653 -0.0093 0.4090
1.1457 -0.0199 0.0925
-0.9274 0.3245 -0.3573
0.7467 -0.7475 0.6984
1.3550 1.1088 0.5120
0.3612 0.0953 -1.4959
0.1437 -1.1581 -0.1409
0.5445 -1.5342 0.3385
-0.2913 2.4293 -2.1133
0.7530 -0.8336 -0.8102
-1.2475 0.0533 3.5153
-0.2685 -0.0890 -0.0003
-0.2228 -0.0935 0.1742
0.4197 0.1261 0.0591
-0.1686 -0.2691 -0.3135
-0.0220 0.5116 -0.1546
-0.6470 -0.1765 0.3963
0.3551 0.1034 -0.2444
-0.4325 -0.2262 -0.0701
0.0846 -0.0537 -0.3141
-0.2339 0.3822 -0.0797
-0.1624 -0.0282 0.2169
0.1296 -0.1894 -0.0535
-0.4949 0.1179 -0.3592
-0.0028 -0.0150 0.1116
-0.2154 0.3146 0.4056
0.0738 -0.1594 0.2621
0.4412 -0.0317 -0.1902
0.1445 -0.0578 -0.0219
0.4687 -1.2177 -0.1287
-0.5741 0.2838 -0.1017
0.8880 -1.1047 0.1097
-0.2768 1.1573 1.5531
-0.0035 0.6885 0.1260
0.0204 1.1299 -2.0278
-1.2885 1.0200 0.4265
0.3291 -0.9505 0.2999
0.0006 -0.3645 -0.2645
0.8091 0.0239 0.1305
-0.1699 0.9182 -0.3600
-0.1472 -0.2065 0.6326
-0.1333 -0.2521 0.3296
-0.5651 -0.4292 -0.1226
0.3465 -0.1011 -0.2996
0.6432 -0.3243 0.0547
0.2127 -0.0515 -0.4064
-0.0924 -0.4637 -0.0089
0.0442 -0.2269 0.1130
0.6882 0.1826 0.2742
-0.1012 0.5784 -0.6085
-0.1127 -0.2417 0.3208
-0.2187 -0.0890 0.1608
-0.6563 -0.1241 -0.2504
0.5955 0.2295 -0.5091
-0.1587 0.3245 -0.0228
-0.0728 -0.3345 0.2908
1.7012 -2.3999 1.5576
-1.6008 0.9085 -0.3443
-0.3658 -0.1276 0.2559
-0.1998 0.0478 -1.5482
2.3098 1.0521 1.7834
-2.3591 -1.1200 -0.4065
-0.5325 1.6732 -2.4847
-1.1866 3.4705 2.7138
5.0006 -5.5739 1.8548
-2.7769 -0.7886 0.1265
-0.5905 1.8012 -3.0533
2.2476 0.7377 -0.3109
1.0853 0.0876 -0.1765
-0.7039 -0.0860 -0.5154
-1.8595 0.5772 0.7040
1.1166 2.3882 -0.4180
1.2877 0.1673 1.6337
-2.0165 -0.2568 -0.7589
1.1264 -1.6841 -1.2690
-1.6982 0.3980 0.7075
0.0694 0.0215 0.8604
1.6872 -0.6745 0.7512
-2.6917 -4.1871 0.2023
1.1368 5.1095 -2.6229
-0.1696 0.8386 2.6261
1.0628 -0.9137 -0.5650
0.0895 -0.5399 -0.4259
-0.1851 -0.3359 -1.0990
-0.2220 -0.7370 0.5141
-0.8298 0.4642 0.3649
-0.0488 -1.3390 -0.2930
-2.0227 -0.9917 -0.9202
0.0955 1.4307 0.4572
1.3414 0.7832 1.6356
0.8559 -4.9124 -2.3422
0.9467 3.4082 1.2089
-2.8366 3.2447 0.3727
0.0452 -0.8656 -3.5533
4.3335 -0.9848 4.1827
-0.8471 1.0130 0.7634
-2.1342 -0.3580 -0.1824
1.5833 -1.7683 -3.5604
-0.3276 0.5112 0.8731
-0.6093 0.1411 0.5001
-0.7768 0.8833 0.9737
-0.5822 0.3630 0.4579
0.2999 -0.3183 1.1604
-0.1164 0.4900 -0.0606
0.1056 0.1595 -0.8647
3.1471 0.6057 -0.8260
-2.9897 -0.0424 -1.3818
-2.5788 -0.4815 2.4024
3.1702 -3.5870 2.1074
1.3684 5.0634 -5.1600
-2.5576 -2.0179 0.1312
-0.4221 0.3875 2.1986
1.5162 -0.5565 -0.1816
0.0507 -0.3384 0.8090
-0.1831 0.0137 -0.0124
-0.3869 0.1147 -0.4039
1.0470 -0.4860 0.2767
0.4058 0.4794 -0.3822
0.2226 -0.3718 0.4627
-0.4107 0.5205 -0.1031
-0.0352 -1.2113 1.3228
-0.1775 0.3481 -0.8290
-1.9629 -0.3346 -2.8030
0.0162 3.6639 1.3080
1.3355 -4.2637 2.9875
-2.0264 0.0039 -0.8275
0.8238 0.1871 -2.0715
0.0675 2.0375 0.8306
1.5189 -1.3332 -0.1121
-0.3829 1.9604 -1.0809
-0.7236 -0.8684 1.0389
-1.1819 1.8696 0.4701
0.9303 0.2043 -1.4806
0.6506 0.7967 0.5721
0.9690 -1.8780 1.3004
-1.3778 2.3918 -1.4817
0.1106 -2.4443 2.3240
2.0055 -2.0765 -1.6950
-1.8833 1.6542 -5.3158
-1.8898 -1.1101 6.7100
1.2125 -0.6206 -0.1789
0.9232 -0.0968 -0.5134
-1.8241 1.4298 -0.0690
0.4639 1.4147 1.0916
0.5452 -1.2265 0.2022
0.3895 -0.0881 -1.6253

## Properties
HOMO-LUMO gap = 6.5 eV
ΔE to the lowest compared entry with this formula, charge and spin = 0.000 eV
Total energy = -354306.7420 eV